Entry from the OMol25 dataset: 13 unconnected molecules or ions with the total composition C47H99N9O25 (ωB97M-V/def2-TZVPD).

The geometry in XYZ format:
```
180
Properties=species:S:1:pos:R:3:forces:R:3:lowdin_charge:R:1
H -4.84892 1.02097 8.89917 -0.56 0.01 0.01 0.088
H 2.19964 -1.93349 2.38587 -2.28 0.09 -0.68 0.172
H -3.28360 -0.90402 -1.44117 0.04 -0.83 0.35 0.070
H -6.52345 0.49627 8.38508 -0.24 -0.47 0.36 0.080
H -4.04580 0.68070 -1.34235 -0.38 -0.13 -0.42 0.091
C 0.11372 -3.26729 3.66597 1.52 1.48 0.89 -0.216
H 1.12056 -3.52017 4.04809 -0.03 -0.30 -0.38 0.131
H 2.92701 4.65868 3.54411 0.62 -0.30 0.66 0.094
H 4.48124 -2.81241 3.83096 -0.20 0.55 -0.29 0.141
H -5.29192 0.54282 2.80423 -0.17 -0.07 0.42 0.136
H 0.84928 0.39275 -0.71698 0.20 0.93 0.62 0.130
O -2.05980 1.18610 2.43243 -0.04 -1.21 1.34 -0.058
O -2.02765 -2.00630 10.42743 -0.17 -0.29 -2.18 0.096
C 2.57804 4.06209 4.40623 -0.85 0.85 -0.28 0.005
H 6.39616 3.93091 0.33321 -0.71 0.28 -0.39 0.098
H 0.52922 0.20739 1.54742 -0.63 0.27 0.29 0.114
H 5.05264 5.02680 0.78838 0.13 0.65 0.43 0.085
C -5.80788 -2.23088 -9.18827 0.42 0.51 -0.70 0.015
H 6.27180 2.79755 3.46317 0.13 -1.09 1.81 0.096
O -0.94983 -5.33588 -3.17820 -1.06 1.95 0.35 0.040
H -3.01478 -3.36690 2.62316 1.11 -0.18 -0.41 0.045
H 7.62831 4.64624 3.69915 -0.20 -0.15 -0.77 0.097
H -1.27084 -5.72745 3.62398 -0.42 0.15 0.72 0.088
H 1.56592 -4.16802 -3.36703 -0.49 0.08 -0.49 0.049
C -4.84459 0.37230 -3.94484 -0.27 0.03 0.43 0.025
H -2.43513 0.54625 -1.94570 0.01 -0.14 -0.07 0.114
H 0.53561 -2.79230 -2.37210 -0.22 0.63 0.38 0.069
H -1.69858 5.54650 -9.10933 0.81 0.09 -0.31 0.161
H -5.17670 -1.06910 6.39859 -0.39 -0.75 0.40 0.115
H 7.11567 -1.81856 11.28476 -0.87 0.55 1.01 0.101
O -2.21263 -2.19710 0.17219 1.03 -1.50 0.06 0.066
O 8.19589 -2.37839 7.91213 2.59 2.70 0.51 0.169
C 8.95300 -1.57742 8.42230 -2.22 -3.32 0.20 -0.303
C -0.34362 -5.50161 3.13501 0.25 -0.70 -0.91 -0.042
H -2.61494 -0.41595 -8.09933 -0.20 0.37 0.78 0.107
H 2.07412 -5.38429 -2.25950 -1.20 -0.37 -1.57 0.132
C -2.99740 -0.99315 -4.03846 0.24 -1.44 -1.51 0.027
H -2.07279 8.69853 -6.22244 0.44 0.08 -0.31 0.097
H -1.77828 7.99906 -9.01959 0.33 0.07 0.60 0.149
O 0.82716 -1.56639 -0.69841 -1.02 -2.30 0.05 -0.231
H 6.63241 5.46369 2.48958 -0.03 -0.01 0.08 0.085
C 0.64064 -1.72621 -2.11801 1.39 0.87 0.76 -0.036
H -1.74294 -7.69425 -2.65202 0.69 -0.49 0.41 0.099
H -5.11291 -1.57351 -12.05151 -0.21 -0.50 -0.09 0.129
C -4.36690 -0.78260 -5.94856 -0.34 -0.05 -0.45 -0.142
H -3.32929 8.42316 -7.49858 0.20 -0.03 0.90 0.113
H 1.19498 5.98580 -8.66230 0.09 0.17 -0.07 0.183
H -3.79113 -2.71765 -11.66613 0.19 -0.31 -0.62 0.104
H -5.86584 -0.26266 4.31721 -0.49 -0.88 -0.63 0.136
H 0.34934 5.57629 -7.40291 -0.42 -0.07 1.48 0.150
N -3.79034 -0.19344 -3.35543 0.16 0.09 0.78 -0.046
H -0.34301 -6.15467 2.25431 0.21 0.28 0.04 0.104
H -0.31810 7.96655 -7.96782 0.01 0.24 0.40 0.142
H -2.92239 -1.30463 -10.32280 0.67 0.19 0.24 0.146
C -5.05768 -0.19164 3.59248 -0.27 0.87 -0.42 -0.091
H 1.85227 2.57368 -8.00249 0.27 -0.54 0.16 0.102
C -2.69171 7.94281 -6.71049 -2.43 1.61 1.17 -0.157
C 7.15868 4.52945 2.69720 1.01 0.75 0.14 -0.107
O -2.45301 -2.91788 8.45264 -0.29 -0.43 -1.24 0.144
O -4.35999 -2.42969 3.82891 0.56 -0.38 -1.31 -0.202
C -3.43620 -0.13885 5.59881 0.03 0.87 2.17 -0.106
H -5.46163 -3.29948 -11.42901 -0.23 -0.15 -1.04 0.110
N 0.35167 5.47853 -8.39189 0.30 1.65 -2.31 0.059
H 1.02630 3.95565 -4.71910 0.53 0.18 0.50 0.091
O -2.05015 6.89545 -7.27140 2.76 -0.57 -1.30 -0.174
N 6.26777 3.41976 2.72280 -1.32 -0.16 -1.78 -0.002
H 1.02145 -7.66030 -3.65868 0.33 0.43 0.31 0.140
C 1.49669 -5.24391 -3.25683 2.72 0.33 0.41 -0.004
H -4.65522 -3.94487 2.41005 0.44 -0.09 0.62 0.105
H 4.64361 3.67252 -0.13281 -0.04 -0.44 -0.53 0.079
C 1.43183 -0.39252 -0.24527 0.46 -0.80 -1.00 -0.172
H 0.52827 -5.75060 3.74609 -0.15 0.14 0.05 0.104
C 7.27765 -2.05832 10.26856 0.98 -0.75 0.86 0.018
H 1.18661 -0.04004 -8.01058 -0.60 0.43 0.17 0.111
H -1.35717 -8.08477 -4.23753 -0.08 -0.52 -0.27 0.092
H -5.45049 0.95787 -3.29324 -0.32 0.58 0.16 0.149
C -3.88988 -3.63780 3.16339 -1.68 0.69 0.61 -0.061
H -3.63475 -3.77330 11.21191 0.62 0.64 -0.64 0.151
H -0.31705 3.60043 -8.30817 -0.34 -0.79 0.22 0.089
C 1.39994 3.29406 -5.48643 -0.41 0.15 -0.95 -0.058
H -0.44725 -3.20399 4.61311 -0.67 -0.36 -0.55 0.148
H 9.24757 -1.44110 10.54168 2.47 -1.05 1.94 0.134
C 4.02538 -0.93208 4.17383 -0.02 -1.58 0.30 -0.648
H -3.27882 0.67668 3.65867 0.68 0.53 0.30 0.116
H 10.89889 -0.92862 9.02986 -0.45 -0.20 -1.13 0.132
C -1.17566 7.39106 -8.30736 -2.05 -0.20 0.22 -0.216
O -3.65338 1.43007 0.88473 0.61 0.40 -0.41 -0.031
C -4.58370 -1.12978 -7.35829 -1.16 -0.25 -1.80 -0.113
H 6.54745 -1.75446 9.58300 -1.22 0.52 -0.58 0.093
H 7.33342 -3.13833 10.26317 0.73 -0.13 -0.50 0.118
H 0.65565 -1.17340 3.90568 -0.62 -0.66 -0.39 0.140
H -0.18580 -1.10321 -2.45219 -0.30 -0.15 -0.07 0.078
H -2.60532 -1.94375 -5.93374 0.44 -0.59 0.01 0.133
H 0.60120 3.82636 -9.76369 0.17 0.53 0.30 0.162
H 2.23305 2.66361 -5.21302 0.27 -0.03 0.37 0.093
O 4.30001 2.46842 2.22406 -1.24 -1.44 -0.43 0.063
O -1.18645 1.83886 -8.15646 -0.34 -1.46 0.89 -0.052
C -5.69450 1.15622 8.20276 0.30 1.63 -0.60 -0.080
C -3.58727 -0.86464 -8.27652 1.37 -1.20 -1.33 0.063
C 0.20230 -1.84362 3.13467 0.85 1.14 0.24 -0.062
H 10.66816 -1.35164 7.23049 0.49 -0.34 -0.41 0.104
H -3.74131 -4.40121 3.94338 -0.01 0.30 -0.49 0.099
H 0.55036 2.68934 -5.72094 -0.57 -0.82 -0.37 0.072
H -2.14991 -1.40430 -3.54098 0.41 -0.09 0.43 0.123
H 2.13585 4.76457 5.12947 0.30 -0.16 -0.12 0.100
H -4.39182 1.35850 4.74750 0.14 -0.14 -0.31 0.176
H -6.08923 2.22502 8.28548 0.69 -1.44 -0.25 0.116
O 0.71245 0.76386 -8.29396 0.51 -0.55 -0.35 0.008
O 1.73265 4.13002 -6.58541 0.23 0.85 -0.31 -0.196
C -5.14024 0.13046 -5.25716 -0.05 0.00 0.14 0.063
C -3.39794 0.03157 -1.93417 0.23 1.25 -0.02 0.053
H 7.94498 4.44038 1.92575 -0.11 -0.03 0.43 0.091
H -5.15176 -1.71026 2.02398 0.21 0.27 0.31 0.142
H 2.10898 -5.71495 -4.08734 -0.53 0.59 1.07 0.114
N -4.00063 0.47335 4.39822 -0.09 0.28 -1.16 0.039
O 2.88867 -0.36152 3.97782 -0.54 2.31 -0.19 0.085
C -4.48829 -1.37699 2.84416 -0.84 -0.58 1.54 -0.182
O -1.62952 2.47034 0.80727 0.49 2.08 -2.18 0.064
H 2.22370 0.13230 1.83669 -0.32 -0.42 -0.99 0.132
H -0.60190 -9.09826 -3.02164 0.24 -0.86 0.59 0.080
N -4.78076 -2.04844 -10.05884 1.37 1.53 3.52 -0.094
H 9.97324 0.10652 7.91851 0.28 0.20 -0.09 0.118
H -3.96599 -0.56776 7.69173 -0.19 -0.19 -0.53 0.121
H 5.83282 4.96877 5.92604 1.08 0.15 0.16 0.064
C -0.53961 0.87511 -7.68204 0.57 0.20 0.62 -0.793
H -1.46959 -4.12389 -2.14626 -1.58 0.90 1.16 0.126
H -0.45644 6.60433 -10.04417 -0.16 -1.15 0.36 0.157
N 1.19993 -1.70931 1.97592 2.42 -0.93 0.59 0.073
H 1.74761 3.51518 3.96252 0.07 -0.30 0.28 0.090
H 2.42953 -0.41374 -0.68470 0.42 0.53 0.33 0.127
C 0.56248 4.07078 -8.69202 0.33 -0.85 0.16 -0.105
C -3.65040 -1.42813 -9.54363 -2.20 0.07 -1.31 0.062
C 5.33125 4.00458 0.62114 0.28 -0.88 -0.36 0.007
C -3.28990 -1.38122 -5.34477 0.35 1.30 1.11 0.076
O -0.30537 -4.15045 2.68256 -0.17 -0.25 0.01 -0.218
H 8.27868 -0.34837 10.09928 -0.15 1.11 -0.28 0.172
H 2.69465 4.07940 -8.36287 0.74 0.32 -0.29 0.124
C -4.80906 -2.44074 -11.45718 -0.06 0.03 0.69 0.044
O -2.10759 -3.44879 -1.62321 0.90 -0.93 -3.25 0.092
C 3.48974 3.05545 5.06566 -0.36 0.34 -0.29 -0.535
H -3.53760 -1.02760 2.42396 0.11 -0.43 -0.13 0.107
C -1.78396 -3.20509 -0.39491 -1.46 1.92 0.48 -0.717
C -5.74524 -1.76125 -7.89378 0.18 0.08 1.77 0.062
C 0.14692 -5.84689 -3.27885 0.28 -2.67 0.77 -0.532
H -3.29267 7.53520 -5.89130 -0.32 0.18 -0.30 0.099
C -0.91156 -8.11347 -3.24297 -1.78 2.21 -1.14 -0.049
C 1.39562 -0.37394 1.29220 -0.66 1.04 0.86 -0.046
H -2.05298 3.09032 0.16241 0.24 -1.03 0.68 0.130
H 1.55371 -1.32519 -2.59438 -0.27 -0.31 -0.19 0.105
H -0.70949 -4.02746 0.96675 -0.39 0.12 0.19 0.083
C -4.47192 -0.33550 6.74000 -0.19 2.24 -0.95 -0.129
O -1.06282 -4.18709 0.06927 1.36 -0.72 1.06 0.153
H -6.66309 -2.72151 -9.61051 -0.39 -0.15 0.12 0.146
C 1.82354 3.64369 -7.92445 -1.41 -0.22 0.47 -0.151
H 3.04047 0.61985 4.21306 -0.62 0.01 0.29 0.074
N 0.20664 -7.20062 -3.28020 0.98 -0.54 -0.25 0.004
H -2.07066 -2.11451 11.36258 -0.39 -0.52 1.06 0.089
C 5.19890 3.16918 1.85749 2.10 2.46 1.27 -0.525
O -0.74606 0.05409 -6.73444 -0.63 0.79 -1.18 -0.076
N 4.49650 3.36512 5.87688 -1.22 4.94 -0.88 0.083
O 3.81292 -2.15482 3.54999 1.57 -0.89 0.54 0.069
O 3.23423 1.89203 4.92581 -0.77 -2.79 -0.41 0.039
O -5.20092 0.95244 6.86204 0.86 -1.12 0.22 -0.229
H -6.57404 -1.93219 -7.18105 0.38 -0.08 -0.82 0.148
H 4.38569 5.33994 6.80580 -0.15 -0.31 0.09 0.091
H 0.99854 -2.40947 1.26028 -0.10 0.02 -0.18 0.143
H 4.42914 5.37526 5.04559 -0.06 -0.51 0.18 0.079
O -3.44092 -3.80107 10.25631 -0.89 -1.26 -0.43 0.158
N 8.51760 -1.30662 9.93410 -2.17 -0.08 -2.41 0.101
C 4.78085 4.82983 5.92752 0.28 -0.35 0.28 -0.047
C -0.80530 6.19843 -9.06690 0.83 -0.49 -0.94 -0.088
H -2.86477 -1.03780 5.50186 0.06 -0.55 -0.79 0.118
H -0.76321 -1.42950 2.85195 0.03 0.01 -0.44 0.124
C 10.24135 -0.93572 8.11524 -0.37 0.75 0.98 0.043
C -2.52048 1.64776 1.36865 -1.53 -0.78 0.95 -0.834
O 4.97778 -0.56154 4.80350 -0.11 -0.66 -0.67 0.134
C -2.65985 -2.95714 9.60805 1.10 1.91 3.37 -0.636
H 5.16332 2.70167 6.12138 0.97 -1.28 0.46 0.122
H -2.76779 0.66190 5.90638 0.39 -0.19 0.43 0.138
H -5.93184 0.67815 -5.72486 -0.41 0.04 -0.13 0.139
```
Positions in Å, forces in eV/Å.

Results
net charge: +4
E_LUMO: -7.82 eV
HOMO: -14.293 eV
calculated total energy: -4222.8534 Eh